Molecular formula: C3H6N2O
Method: DFT, ωB97M-V/def2-TZVPD

```
12
Properties=species:S:1:pos:R:3:lowdin_charge:R:1
H -1.9469 -1.8631 -0.0648 0.10
N -1.9441 -0.7597 0.0356 0.08
C -0.9453 -0.0110 0.0446 -0.57
N -0.8670 1.3262 0.0696 0.11
C 0.4135 -0.7008 -0.0164 -0.11
C 1.7132 -0.1150 0.5997 -0.15
O 1.4849 0.1395 -0.7432 -0.09
H 0.1444 1.7867 -0.2155 0.19
H -1.6642 1.9306 0.0334 0.09
H 0.3257 -1.7452 -0.5000 0.15
H 2.4569 -0.8203 0.8824 0.10
H 1.3944 0.5910 1.3057 0.09
```

Net charge: 0
SMILES: [H]/N=C(/N)[C@@H]1CO1
ΔE to the lowest compared entry with this formula, charge and spin: 322.2 kJ/mol
HOMO energy: -9.28 eV

---

Molecular formula: C3H6N2O
Method: DFT, ωB97M-V/def2-TZVPD

```
12
Properties=species:S:1:pos:R:3:lowdin_charge:R:1
N 2.1099 0.2319 -0.6556 0.16
C 0.8496 0.1811 -0.1493 -0.62
O 0.5976 0.3825 1.1295 0.00
N -0.1221 -0.0637 -0.9746 0.02
C -1.2418 -0.6171 -0.2199 -0.25
C -1.2053 0.3850 0.8718 0.05
H 2.1884 -0.0808 -1.6120 0.10
H 2.9350 0.3335 -0.0964 0.10
H -2.1267 -0.6415 -0.8761 0.12
H -1.0675 -1.6426 0.1518 0.12
H -1.5975 1.3544 0.5178 0.12
H -1.3196 0.1772 1.9130 0.09
```

Net charge: 0
ΔE to the lowest compared entry with this formula, charge and spin: 232.2 kJ/mol
HOMO energy: -8.39 eV

---

Molecular formula: C3H6N2O
Method: DFT, ωB97M-V/def2-TZVPD

```
12
Properties=species:S:1:pos:R:3:lowdin_charge:R:1
N 2.8157 -0.8824 -1.0878 0.14
C 1.8238 -0.6969 -0.5124 -0.16
C 0.5626 -0.4379 0.2664 -0.38
N 0.5085 0.8606 0.9420 0.00
C -0.7284 -0.2623 -0.5779 -0.07
O -1.8014 0.6687 0.1553 -0.13
H 0.5039 -1.2851 0.9713 0.14
H 1.0179 1.5065 0.3378 0.07
H -0.5902 1.0987 0.8806 0.06
H -0.4480 0.3151 -1.4708 0.13
H -1.3292 -1.1289 -0.7685 0.10
H -2.3352 0.2439 0.8639 0.11
```

Net charge: 0
SMILES: N#C[C@@H](N)CO
ΔE to the lowest compared entry with this formula, charge and spin: 293.7 kJ/mol
HOMO energy: -9.56 eV